Record 1
The following is a quantum chemistry calculation of 8 unconnected molecules or ions with the total composition C17H52N12O10 at a distorted geometry, from the Open Molecules 2025 dataset.

Kohn-Sham gap: 0.336 hartree
SMILES string: COCCNCCOC.COCCNCCOC.NC(N)=O.NC(N)=O.NC(N)=O.NC(N)=O.NC(N)=O.O
LUMO level: 0.10 eV
HOMO level: -9.0 eV

Geometry (Å):
C: -0.1135 6.6979 4.6086
O: -0.4243 6.2271 5.7017
N: -0.4714 7.8935 4.1081
N: 0.5347 5.9071 3.7757
H: -0.8723 8.5550 4.7575
H: 0.0140 8.1799 3.2699
H: 0.8206 5.0650 4.2544
H: 0.8469 6.1928 2.8586
C: 6.6894 -3.2672 4.1400
O: 7.8129 -2.7507 4.2099
N: 5.6149 -2.5496 4.3760
N: 6.5442 -4.5733 4.0737
H: 4.7635 -3.0556 4.5738
H: 5.6551 -1.5406 4.3531
H: 7.2486 -5.1141 4.5547
H: 5.8222 -4.9162 3.4563
C: 0.1359 -0.2562 10.1728
O: -0.3371 -0.3301 11.2950
N: 1.2521 -0.6780 9.8041
N: -0.3460 0.4093 9.1726
H: 1.6133 -1.3668 10.4484
H: 1.6315 -0.3315 8.9345
H: 0.1852 0.6052 8.3361
H: -1.2020 0.8734 9.4409
C: 5.3460 3.3792 7.1079
O: 4.4496 2.7284 6.6380
N: 6.2906 3.6994 6.3808
N: 5.5374 3.6944 8.3316
H: 6.2786 3.3218 5.4441
H: 7.1114 3.9821 6.8970
H: 4.7409 3.5385 8.9328
H: 6.3897 4.1038 8.6867
C: -5.0318 1.4800 2.1781
O: -4.1231 0.7387 2.5396
N: -6.1559 0.9863 1.7241
N: -5.0517 2.8036 2.0133
H: -6.2285 -0.0124 1.5921
H: -6.7131 1.5716 1.1182
H: -5.9501 3.1274 1.6846
H: -4.1929 3.2737 2.2616
C: -4.6435 -5.0140 -2.3327
O: -4.7077 -4.7312 -3.7410
C: -5.5336 -5.6155 -4.5555
C: -5.5027 -5.0760 -6.0007
N: -6.6018 -5.6867 -6.7921
C: -6.1104 -6.6635 -7.7863
C: -5.6785 -6.1655 -9.0524
O: -6.6808 -5.2856 -9.6304
C: -6.3093 -4.7127 -10.8967
H: -3.9354 -5.8020 -2.0761
H: -5.6022 -5.1655 -1.8367
H: -4.1854 -4.1197 -1.9102
H: -6.5492 -5.6751 -4.1641
H: -5.0702 -6.5982 -4.6435
H: -4.4385 -5.1812 -6.2115
H: -5.6136 -3.9916 -6.0065
H: -6.8095 -5.0652 -7.5607
H: -6.9390 -7.2850 -8.1257
H: -5.3300 -7.2823 -7.3433
H: -5.5199 -6.9880 -9.7498
H: -4.8689 -5.4515 -8.9009
H: -7.0833 -4.0598 -11.3001
H: -5.9343 -5.5211 -11.5243
H: -5.3971 -4.1284 -10.7764
C: 5.3697 0.9548 -4.2964
O: 5.5772 1.9105 -3.1786
C: 5.0563 1.4872 -1.8429
C: 3.5402 1.4736 -1.7885
N: 2.9586 2.8463 -1.7546
C: 1.5294 2.8299 -2.0609
C: 1.1290 4.3610 -2.2323
O: 1.1468 4.8119 -3.5930
C: 2.4954 4.8455 -4.1508
H: 5.6085 1.5220 -5.1960
H: 4.3193 0.6937 -4.4255
H: 5.9405 0.0262 -4.2921
H: 5.4916 1.9587 -0.9619
H: 5.4025 0.4807 -1.6082
H: 3.3255 0.8689 -0.9075
H: 3.3205 0.7874 -2.6063
H: 3.2926 3.5602 -2.3861
H: 0.9836 2.4419 -1.2009
H: 1.3710 2.2283 -2.9559
H: 1.7744 5.0370 -1.6714
H: 0.1587 4.6705 -1.8438
H: 2.4757 5.4527 -5.0558
H: 2.7333 3.8349 -4.4830
H: 3.2312 5.2347 -3.4470
O: 0.3835 -0.8065 4.1775
H: -0.4829 -0.5030 3.9065
H: 0.7972 -0.0357 4.5660

Atom charges from the Mulliken analysis, given in e for atoms 1 to 5: 0.642 -0.663 -0.410 -0.392 0.239



Record 2
The following is a quantum chemistry calculation of 2 unconnected molecules or ions with the total composition C28H48BrClF4I2N2O6P2Si2 at a distorted geometry, from the Open Molecules 2025 dataset.

Kohn-Sham gap: 0.065 hartree
LUMO level: -3.26 eV
HOMO level: -5.0 eV

Geometry (Å):
C: -7.5637 -2.2936 -0.5836
C: -6.9528 -2.3637 -1.9754
C: -5.4443 -2.6703 -1.9430
C: -4.6012 -1.3997 -2.1039
C: -3.1436 -1.6671 -1.6747
C: -2.8763 -1.2469 -0.2178
C: -1.4909 -0.6648 0.0832
P: -0.4641 -2.3148 0.2457
P: -0.1744 -3.4207 -1.6021
O: 1.1842 -3.9450 -1.4975
O: -1.2538 -4.6118 -1.6144
O: -0.4353 -2.6375 -2.9682
C: -0.8849 0.5225 -0.8304
Cl: 0.6319 -0.1642 -1.5316
C: -1.8377 1.1637 -1.8498
I: -3.6957 2.0144 -1.2288
C: -1.6264 1.2266 -3.1758
C: -0.4853 0.6275 -3.9530
I: -2.9398 2.1548 -4.5551
C: -0.2671 1.6018 0.2222
O: -1.1409 2.7374 0.3051
Si: 1.3939 2.5096 -0.3055
C: 1.2863 3.0638 -2.1104
C: 3.0231 1.6506 -0.0888
C: 1.5279 4.1374 0.6472
C: -0.2819 0.9102 1.6077
F: 0.9309 0.1946 1.5891
Si: -0.1004 1.9861 3.2472
C: -0.8239 3.7143 3.1807
C: -0.7433 1.1762 4.8206
C: 1.7453 2.1505 3.5528
N: -1.3750 -0.1372 1.5240
Br: -2.9043 1.0129 2.0534
C: -1.4056 -1.1967 2.6266
C: -0.2331 -1.5568 3.2866
C: -0.3102 -2.5238 4.2794
C: -1.5561 -3.0709 4.5715
C: -2.6584 -2.6233 3.8352
N: -2.5910 -1.7002 2.8876
H: -6.9426 -1.7202 0.1002
H: -8.5149 -1.7674 -0.6456
H: -7.7956 -3.2747 -0.1839
H: -7.4892 -3.0646 -2.6060
H: -7.0648 -1.3793 -2.4299
H: -5.1881 -3.4019 -2.7060
H: -5.2263 -3.1401 -0.9802
H: -4.6468 -1.1290 -3.1536
H: -5.0653 -0.6493 -1.4747
H: -3.0156 -2.7415 -1.7617
H: -2.4805 -1.2075 -2.3975
H: -2.9606 -2.1428 0.3927
H: -3.6934 -0.6216 0.1222
H: 0.8661 -1.9549 0.4839
H: -1.9200 -4.4643 -0.9294
H: -0.9867 -3.1528 -3.5701
H: 0.4917 0.9726 -3.6532
H: -0.6000 0.8111 -5.0125
H: -0.4960 -0.4517 -3.8234
H: -0.9987 3.3127 -0.4556
H: 1.8891 3.9624 -2.1810
H: 1.8009 2.3094 -2.6973
H: 0.2814 3.2304 -2.4870
H: 3.8180 2.3759 -0.2576
H: 3.1780 0.8766 -0.8361
H: 3.2116 1.1853 0.8736
H: 0.6118 4.7183 0.6673
H: 1.9738 4.0332 1.6278
H: 2.2395 4.7089 0.0533
H: -1.6893 3.7972 2.5319
H: -0.0958 4.4544 2.8717
H: -1.1737 3.9803 4.1759
H: -1.7488 0.7675 4.7805
H: -0.7242 1.9368 5.5975
H: -0.0666 0.3924 5.1490
H: 2.0747 1.2843 4.1240
H: 2.3468 2.2099 2.6562
H: 1.9050 3.0168 4.1872
H: 0.7221 -1.1246 3.0488
H: 0.5778 -2.8437 4.7977
H: -1.6853 -3.8104 5.3420
H: -3.6317 -3.0309 4.0608
C: 5.9867 -1.2705 -1.4588
C: 7.4914 -1.3988 -1.6987
O: 8.1013 -0.3216 -2.3574
C: 8.4870 0.8620 -1.5520
O: 9.1130 0.6012 -0.4552
C: 7.2496 1.7754 -1.2974
F: 6.3673 1.8166 -2.3479
F: 7.6300 3.0581 -1.1118
F: 6.5122 1.4504 -0.2181
H: 5.4945 -0.8390 -2.3325
H: 5.5561 -2.2577 -1.2606
H: 5.7664 -0.6430 -0.5980
H: 7.6406 -2.2531 -2.3689
H: 8.0180 -1.6353 -0.7677
H: 9.0360 1.4464 -2.3332

Atom charges from the Mulliken analysis, given in e for atoms 1 to 5: -1.209 -0.645 -0.636 -1.168 0.640